Model 1:
Density functional theory data (ωB97M-V/def2-TZVPD) for a cluster of 16 separate species, H32O16 in total.

Summary:
LUMO   -1.01 eV
Orbital gap   0.3158 hartree

Last columns: bonded neighbours and bond lengths (Å).
Element x y z (Å)
1 O 2.51928 -0.02852 2.28169  H2 0.992, H3 0.981
2 H 1.59028 -0.37566 2.26394  O1 0.992
3 H 3.00071 -0.46971 3.01369  O1 0.981
4 O -2.10436 2.18482 -0.56876  H5 0.928, H6 0.955
5 H -2.95387 2.11018 -0.93467  O4 0.928
6 H -1.95421 1.34462 -0.13954  O4 0.955
7 O 0.01029 -1.23960 2.47494  H8 0.951, H9 0.977
8 H -0.26127 -1.64131 1.65676  O7 0.951
9 H -0.72500 -0.61219 2.61488  O7 0.977
10 O 0.07912 -1.87387 -2.44153  H11 0.958, H12 0.943
11 H 0.28865 -1.08301 -2.93946  O10 0.958
12 H -0.39211 -2.43016 -3.03952  O10 0.943
13 O 3.16527 1.74118 0.17673  H14 0.935, H15 0.943
14 H 3.31405 2.44079 0.77820  O13 0.935
15 H 2.48190 1.22300 0.56917  O13 0.943
16 O -2.50146 -0.20400 -3.12225  H17 0.928, H18 0.977
17 H -2.25509 -0.83604 -2.48859  O16 0.928
18 H -2.68185 -0.64434 -3.97561  O16 0.977
19 O 0.71978 2.74043 -1.67351  H20 0.949, H21 0.986
20 H 0.09177 3.07489 -2.30220  O19 0.949
21 H 0.57100 1.76691 -1.71787  O19 0.986
22 O -0.25273 1.87694 1.77960  H23 0.986, H24 0.953
23 H 0.40495 2.26142 2.40554  O22 0.986
24 H -0.99580 2.46958 1.84285  O22 0.953
25 O 2.71295 0.06159 -1.91174  H26 0.995, H27 0.942
26 H 2.91681 0.79144 -1.26721  O25 0.995
27 H 1.77797 -0.03773 -1.84697  O25 0.942
28 O -2.25204 -2.56011 1.67200  H29 0.960, H30 0.968
29 H -3.12925 -2.94947 1.70301  O28 0.960
30 H -2.07918 -2.34377 0.74410  O28 0.968
31 O 1.49389 3.90946 0.67428  H32 0.950, H33 0.964
32 H 0.92898 4.66479 0.55706  O31 0.950
33 H 1.19465 3.27430 0.01393  O31 0.964
34 O -1.99315 -1.03432 -0.50954  H35 0.935, H36 0.971
35 H -1.60300 -1.75835 -0.95449  O34 0.935
36 H -2.95083 -1.17800 -0.57637  O34 0.971
37 O 0.39538 0.17568 -0.30261  H38 0.942, H39 0.952
38 H -0.39636 -0.32778 -0.38297  O37 0.942
39 H 0.20115 0.80991 0.38036  O37 0.952
40 O -2.51963 0.09429 2.11567  H41 0.997, H42 0.939
41 H -2.94713 -0.12419 2.98921  O40 0.997
42 H -2.41171 -0.72816 1.67584  O40 0.939
43 O 0.34860 -2.77020 -0.00699  H44 0.967, H45 0.932
44 H -0.20994 -3.55334 -0.10985  O43 0.967
45 H 0.31057 -2.27880 -0.79848  O43 0.932
46 O 3.30915 -2.10148 -0.35388  H47 0.916, H48 0.969
47 H 2.70609 -1.43975 -0.54804  O46 0.916
48 H 3.03672 -2.39236 0.52923  O46 0.969

Charges computed using Löwdin, reported in e: -0.08, 0.00, 0.06, -0.01, 0.02, -0.01, -0.05, -0.02, 0.02, 0.00, 0.08, 0.07, -0.02, 0.03, -0.01, -0.03, -0.06, 0.07, -0.05, 0.04, 0.03, -0.05, 0.09, 0.05, -0.06, 0.02, -0.05, -0.04, 0.07, 0.00, -0.07, 0.03, -0.02, -0.05, 0.02, 0.12, -0.03, -0.02, 0.00, -0.06, 0.10, -0.05, -0.02, 0.07, -0.05, -0.04, -0.07, 0.03



Model 2:
Density functional theory data (ωB97M-V/def2-TZVPD) for a cluster of 16 separate species, H32O16 in total.

Summary:
LUMO   -0.29 eV
Orbital gap   0.3629 hartree

Last columns: bonded neighbours and bond lengths (Å).
Element x y z (Å)
1 O 0.45269 0.34810 -3.33347  H2 0.970, H3 0.931
2 H 0.73446 0.50495 -2.41911  O1 0.970
3 H 1.14895 -0.11546 -3.74275  O1 0.931
4 O 2.10415 -2.75893 -0.12856  H5 0.926, H6 0.937
5 H 1.49759 -2.19782 -0.54549  O4 0.926
6 H 1.81758 -3.64842 -0.06559  O4 0.937
7 O 0.63215 2.47374 -0.62033  H8 0.966, H9 0.932
8 H 0.39576 3.28110 -0.14639  O7 0.966
9 H 0.23703 2.59607 -1.45549  O7 0.932
10 O 2.58346 -0.43887 1.19365  H11 0.941, H12 0.914
11 H 2.84024 -0.01898 0.39137  O10 0.941
12 H 2.51369 -1.29612 0.88303  O10 0.914
13 O 2.48647 0.22223 -1.52228  H14 0.977, H15 0.957
14 H 3.27000 -0.27573 -1.82720  O13 0.977
15 H 2.54967 1.11727 -1.85563  O13 0.957
16 O -0.15331 -1.81899 2.11120  H17 0.944, H18 0.951
17 H -0.93452 -1.70027 2.62775  O16 0.944
18 H -0.22988 -1.10892 1.48322  O16 0.951
19 O -2.52329 1.39456 -0.74423  H20 0.968, H21 0.968
20 H -2.97159 1.60165 -1.57735  O19 0.968
21 H -3.23771 1.27280 -0.10234  O19 0.968
22 O 3.22841 2.99200 0.41132  H23 0.953, H24 0.995
23 H 3.45541 3.77026 -0.08928  O22 0.953
24 H 2.32974 2.76620 0.04875  O22 0.995
25 O 0.31912 3.65863 1.85615  H26 0.964, H27 0.944
26 H 0.48401 4.12646 2.68282  O25 0.964
27 H 0.59420 2.76309 1.96983  O25 0.944
28 O -2.15151 -0.92301 -2.10763  H29 0.986, H30 0.981
29 H -2.65874 -0.10248 -1.90579  O28 0.986
30 H -2.79422 -1.48059 -2.59578  O28 0.981
31 O 0.81597 1.08629 2.77575  H32 0.967, H33 0.910
32 H 1.33382 0.66517 2.07655  O31 0.967
33 H -0.03836 0.77685 2.72726  O31 0.910
34 O 0.11727 -2.65138 -2.28985  H35 0.956, H36 0.930
35 H -0.30407 -2.88915 -1.46501  O34 0.956
36 H -0.02042 -1.74411 -2.44194  O34 0.930
37 O -0.20639 -0.11913 -0.04647  H38 0.906, H39 0.950
38 H -0.89124 0.11704 -0.59084  O37 0.906
39 H 0.22611 0.72327 -0.12803  O37 0.950
40 O -1.95875 0.52474 2.69825  H41 0.966, H42 0.898
41 H -2.75583 0.85460 3.13353  O40 0.966
42 H -2.28656 0.19186 1.93168  O40 0.898
43 O -1.00926 -3.30915 -0.06178  H44 0.942, H45 0.949
44 H -0.76855 -2.82625 0.71048  O43 0.942
45 H -1.70841 -3.87366 0.24330  O43 0.949
46 O -2.94912 -1.15682 0.65762  H47 0.961, H48 0.963
47 H -2.53790 -1.53110 -0.12580  O46 0.961
48 H -3.07832 -1.84360 1.32089  O46 0.963

Charges computed using Löwdin, reported in e: -0.04, -0.01, 0.02, 0.00, -0.02, 0.04, -0.02, 0.06, 0.05, -0.01, 0.00, -0.04, -0.04, 0.10, 0.05, -0.02, 0.03, -0.03, -0.03, 0.07, 0.07, -0.06, 0.02, 0.00, -0.06, 0.06, -0.03, -0.07, 0.02, 0.09, -0.02, 0.01, -0.06, -0.05, -0.05, -0.04, 0.00, -0.05, 0.01, 0.01, 0.08, -0.07, -0.02, -0.01, 0.07, -0.05, 0.01, 0.06



Stability verdict: model 2, ahead by 0.0349 hartree



Model 1:
Density functional theory data (ωB97M-V/def2-TZVPD) for a cluster of 16 separate species, H32O16 in total.

Summary:
LUMO   -1.10 eV
Orbital gap   0.2837 hartree

Last columns: bonded neighbours and bond lengths (Å).
Element x y z (Å)
1 O 1.86527 -2.53931 1.71710  H2 0.932, H3 0.985
2 H 2.50327 -3.20331 1.85910  O1 0.932
3 H 2.14227 -2.10431 0.87810  O1 0.985
4 O -0.05273 0.49169 -0.42290  H5 0.970, H6 0.971
5 H 0.35827 -0.36131 -0.63490  O4 0.970
6 H -0.73373 0.30169 0.24210  O4 0.971
7 O 0.35027 -2.17531 -1.02290  H8 0.940, H9 0.973
8 H 0.05327 -2.46131 -0.17790  O7 0.940
9 H 1.04927 -2.71831 -1.42690  O7 0.973
10 O 0.24027 3.29669 -2.19090  H11 0.959, H12 0.958
11 H -0.45573 2.65069 -2.32290  O10 0.959
12 H 0.60727 2.95869 -1.37290  O10 0.958
13 O -1.44873 -1.86131 -3.27790  H14 0.975, H15 0.924
14 H -0.59373 -1.65631 -2.85590  O13 0.975
15 H -2.01673 -1.94331 -2.55390  O13 0.924
16 O -1.51473 3.27269 0.19310  H17 0.984, H18 0.928
17 H -1.04873 2.96269 1.00210  O16 0.984
18 H -2.39773 3.11769 0.43410  O16 0.928
19 O -0.23073 2.69769 2.38910  H20 0.938, H21 0.947
20 H 0.13527 1.83769 2.46510  O19 0.938
21 H -0.54473 2.78269 3.27810  O19 0.947
22 O 2.71827 0.65369 -2.27290  H23 0.948, H24 0.945
23 H 2.20927 0.15969 -2.90190  O22 0.948
24 H 2.97927 -0.01531 -1.65890  O22 0.945
25 O 2.91427 -1.14831 -0.29190  H26 0.991, H27 0.926
26 H 3.61427 -0.50031 -0.02190  O25 0.991
27 H 3.45327 -1.79831 -0.67090  O25 0.926
28 O 1.55827 0.27469 2.04610  H29 0.939, H30 0.921
29 H 2.12027 -0.47231 2.13710  O28 0.939
30 H 1.48827 0.49269 1.15410  O28 0.921
31 O -0.97673 -2.41031 1.22110  H32 0.996, H33 0.915
32 H -0.27473 -2.76631 1.83210  O31 0.996
33 H -1.74573 -2.87031 1.40510  O31 0.915
34 O -3.23573 -1.55131 -1.21190  H35 0.980, H36 0.990
35 H -2.99573 -0.79731 -0.63290  O34 0.980
36 H -3.58973 -2.27831 -0.63990  O34 0.990
37 O 2.02627 2.50169 -0.38490  H38 0.953, H39 0.977
38 H 2.05727 1.85969 -1.08890  O37 0.953
39 H 2.82927 2.24769 0.11010  O37 0.977
40 O -2.55873 0.31269 0.74510  H41 0.945, H42 0.983
41 H -2.82673 1.12169 1.15410  O40 0.945
42 H -2.82473 -0.38031 1.39010  O40 0.983
43 O -0.76473 -0.52731 2.97710  H44 0.970, H45 0.975
44 H 0.17027 -0.37931 2.76510  O43 0.970
45 H -1.03673 -1.02731 2.18610  O43 0.975
46 O -1.74173 1.26669 -2.20990  H47 0.951, H48 0.950
47 H -2.57673 1.61669 -1.91790  O46 0.951
48 H -1.25673 1.06869 -1.41690  O46 0.950

Charges computed using Löwdin, reported in e: -0.04, 0.04, 0.00, -0.05, 0.02, 0.02, -0.04, -0.02, 0.08, -0.07, -0.02, -0.04, -0.06, 0.01, -0.07, -0.03, -0.01, -0.01, 0.01, 0.00, 0.07, -0.01, 0.06, -0.03, -0.03, 0.13, 0.06, 0.00, 0.02, -0.01, -0.03, 0.10, 0.05, -0.06, 0.01, 0.07, -0.06, -0.03, 0.06, -0.04, 0.06, 0.09, -0.09, -0.02, -0.04, -0.04, 0.04, -0.05



Model 2:
Density functional theory data (ωB97M-V/def2-TZVPD) for a cluster of 16 separate species, H32O16 in total.

Summary:
LUMO   0.09 eV
Orbital gap   0.3773 hartree

Last columns: bonded neighbours and bond lengths (Å).
Element x y z (Å)
1 O -2.65254 0.27950 0.52198  H2 0.942, H3 0.958
2 H -1.72424 0.38742 0.64231  O1 0.942
3 H -2.87881 1.04723 -0.00503  O1 0.958
4 O -2.52605 2.29046 -1.54750  H5 1.026, H6 0.979
5 H -3.49121 2.46225 -1.85065  O4 1.026
6 H -2.24556 1.44702 -1.95667  O4 0.979
7 O 0.42452 -3.04280 1.01708  H8 0.949, H9 0.975
8 H 0.19215 -2.18502 0.68307  O7 0.949
9 H 1.28591 -2.99497 1.47234  O7 0.975
10 O -1.21848 -1.87468 -2.07156  H11 0.942, H12 0.956
11 H -1.48411 -2.76127 -1.89725  O10 0.942
12 H -0.26620 -1.87692 -1.99014  O10 0.956
13 O -0.40416 2.30659 0.29124  H14 0.990, H15 0.944
14 H -1.25740 2.35492 -0.20833  O13 0.990
15 H -0.49099 2.14720 1.21804  O13 0.944
16 O -1.00667 -1.61381 2.69395  H17 0.943, H18 0.980
17 H -1.63122 -2.18982 3.10395  O16 0.943
18 H -0.42066 -2.25322 2.23699  O16 0.980
19 O 0.94812 1.55437 -2.21796  H20 0.962, H21 0.914
20 H 0.82702 2.49278 -2.04569  O19 0.962
21 H 0.24647 1.29446 -2.74230  O19 0.914
22 O 1.53245 -1.93729 -2.63117  H23 0.954, H24 0.960
23 H 1.78106 -1.40622 -1.87819  O22 0.954
24 H 1.74922 -1.45545 -3.43307  O22 0.960
25 O -1.00090 1.34884 2.84659  H26 0.963, H27 0.960
26 H -1.15899 0.40004 2.88749  O25 0.963
27 H -1.77386 1.75499 3.24468  O25 0.960
28 O -1.30603 0.40008 -3.50175  H29 0.961, H30 1.007
29 H -1.31007 -0.52581 -3.24449  O28 0.961
30 H -1.52932 0.57002 -4.46924  O28 1.007
31 O 3.27979 0.12208 -0.95722  H32 0.970, H33 0.950
32 H 2.75073 0.19812 -0.14836  O31 0.970
33 H 3.05274 0.95363 -1.35720  O31 0.950
34 O 2.41818 -1.95388 3.02831  H35 0.989, H36 0.918
35 H 3.14836 -1.69640 3.64300  O34 0.989
36 H 2.39858 -1.16922 2.55317  O34 0.918
37 O 2.27635 3.02539 0.22222  H38 0.958, H39 0.919
38 H 2.48584 3.92568 -0.02945  O37 0.958
39 H 1.36022 2.98229 0.15963  O37 0.919
40 O 2.28614 0.46712 1.77068  H41 0.932, H42 1.004
41 H 2.07671 0.92908 2.55296  O40 0.932
42 H 3.27574 0.63259 1.74225  O40 1.004
43 O 0.07844 -0.39005 0.00048  H44 0.968, H45 0.978
44 H -0.02411 0.12994 -0.80904  O43 0.968
45 H 0.68362 0.11581 0.57950  O43 0.978
46 O -2.86141 -2.57727 0.38915  H47 0.964, H48 0.953
47 H -2.44241 -1.70883 0.37494  O46 0.964
48 H -3.45300 -2.40698 1.11623  O46 0.953

Charges computed using Löwdin, reported in e: -0.04, -0.03, 0.01, -0.09, 0.13, 0.03, -0.04, -0.02, 0.05, -0.03, 0.05, 0.00, -0.07, 0.03, 0.00, -0.05, 0.04, -0.01, -0.01, 0.05, -0.05, -0.03, 0.01, 0.06, -0.04, 0.01, 0.06, -0.07, 0.00, 0.11, -0.04, -0.01, 0.01, -0.04, 0.07, -0.07, -0.03, 0.05, -0.06, -0.04, 0.05, 0.12, -0.06, 0.03, 0.03, -0.06, -0.02, 0.02



Stability verdict: model 2, ahead by 0.0773 hartree